1.
A molecular structure, C34H46F4HfN3P in a non-equilibrium geometry. Source: the OMol25 dataset; level of theory: ωB97M-V with the def2-TZVPD basis set.

Calculated values
- calculated total energy (eV) = -61925.7365
- highest occupied orbital energy (eV) = -13.400
- orbital gap (eV) = 7.18
- total charge = +2

Atoms and positions in Å:
1 Hf 13.981 10.539 8.531
2 C 15.446 13.579 5.274
3 C 14.519 12.765 6.128
4 N 15.205 12.035 7.194
5 C 16.275 11.136 6.627
6 C 15.763 10.128 5.635
7 C 15.695 12.984 8.185
8 C 16.259 12.315 9.483
9 N 15.523 11.027 9.793
10 C 16.252 10.049 10.578
11 C 16.639 8.811 10.006
12 F 16.176 8.615 8.734
13 C 17.446 7.901 10.676
14 F 17.796 6.743 10.106
15 C 18.122 8.309 11.866
16 C 17.781 9.543 12.396
17 F 18.415 9.901 13.479
18 C 16.810 10.389 11.809
19 F 16.477 11.570 12.392
20 H 14.837 14.218 4.646
21 H 16.045 13.024 4.536
22 H 15.983 14.256 5.892
23 H 13.906 12.057 5.557
24 H 13.947 13.462 6.680
25 H 16.740 10.548 7.443
26 H 17.134 11.585 6.173
27 H 15.466 10.526 4.689
28 H 14.793 9.621 5.991
29 H 16.604 9.423 5.388
30 H 14.809 13.468 8.476
31 H 16.423 13.649 7.750
32 H 16.215 13.049 10.263
33 H 17.341 12.015 9.315
34 H 18.708 7.539 12.345
35 C 12.860 5.469 10.174
36 C 13.616 6.821 9.983
37 C 13.570 7.587 11.307
38 P 12.855 7.885 8.683
39 C 12.626 6.982 7.063
40 C 13.934 6.229 6.799
41 C 12.263 8.037 6.022
42 C 11.181 8.421 9.331
43 C 10.134 7.488 9.637
44 C 8.965 7.915 10.133
45 C 7.704 7.049 10.054
46 C 8.796 9.265 10.510
47 C 9.860 10.199 10.301
48 C 11.044 9.763 9.726
49 N 12.225 10.453 9.440
50 C 12.218 11.936 9.526
51 C 11.720 12.645 8.450
52 C 11.013 12.034 7.235
53 C 11.899 14.031 8.448
54 C 12.440 14.725 9.551
55 C 12.743 16.164 9.504
56 C 12.823 13.983 10.678
57 C 12.715 12.630 10.663
58 C 13.056 11.961 11.923
59 H 13.269 4.830 10.978
60 H 12.808 4.903 9.196
61 H 11.870 5.848 10.395
62 H 14.678 6.532 9.620
63 H 12.537 7.952 11.525
64 H 14.318 8.416 11.248
65 H 13.915 6.946 12.073
66 H 11.857 6.166 7.122
67 H 14.875 6.851 6.822
68 H 13.982 5.906 5.786
69 H 13.990 5.287 7.418
70 H 13.154 8.546 5.787
71 H 11.451 8.672 6.263
72 H 11.935 7.549 5.080
73 H 10.290 6.457 9.245
74 H 7.873 5.951 9.989
75 H 7.227 7.304 9.077
76 H 7.038 7.161 10.917
77 H 7.902 9.721 10.942
78 H 9.668 11.235 10.547
79 H 10.161 12.652 7.072
80 H 10.762 10.992 7.321
81 H 11.561 12.219 6.315
82 H 11.582 14.716 7.621
83 H 12.496 16.729 10.441
84 H 12.198 16.572 8.625
85 H 13.781 16.344 9.212
86 H 13.215 14.530 11.505
87 H 12.120 11.874 12.500
88 H 13.810 12.453 12.483
89 H 13.319 10.881 11.734

---

2.
3 unconnected molecules or ions with the total composition C34H46F6N6O4P2 in a non-equilibrium geometry. Source: the OMol25 dataset; level of theory: ωB97M-V with the def2-TZVPD basis set.

Calculated values
- calculated total energy (eV) = -88014.9404
- highest occupied orbital energy (eV) = -7.753
- orbital gap (eV) = 7.15
- SMILES = O=C1c2ccccc2C(=O)c2c1ccc(F)c2C(F)(F)c1cccc(C(F)(F)F)c1.CN(C)P(=O)(N(C)C)N(C)C.CN(C)P(=O)(N(C)C)N(C)C
- energy relative to the best compared isomer or geometry (same formula, charge and spin) (kcal per mole) = 30.79
- total charge = 0

Atoms and positions in Å:
1 O -2.116 -8.488 -3.166
2 C -1.416 -7.955 -2.327
3 C -1.372 -6.473 -2.076
4 C -2.474 -5.688 -2.280
5 C -2.382 -4.321 -2.072
6 C -1.182 -3.807 -1.641
7 C -0.068 -4.596 -1.441
8 C -0.158 -5.949 -1.661
9 C 1.018 -6.892 -1.514
10 O 2.110 -6.504 -1.872
11 C 0.686 -8.271 -0.982
12 C -0.524 -8.776 -1.409
13 C -0.980 -10.016 -1.016
14 C -0.198 -10.735 -0.150
15 C 0.994 -10.227 0.289
16 F 1.647 -11.006 1.166
17 C 1.491 -9.002 -0.096
18 C 2.810 -8.459 0.441
19 F 3.485 -9.409 1.166
20 F 3.675 -8.122 -0.544
21 C 2.589 -7.287 1.409
22 C 2.260 -7.631 2.701
23 C 2.074 -6.675 3.672
24 C 2.215 -5.348 3.310
25 C 2.528 -5.016 2.017
26 C 2.633 -3.522 1.707
27 F 1.426 -2.955 1.911
28 F 3.543 -2.920 2.469
29 F 2.916 -3.348 0.401
30 C 2.738 -5.964 1.044
31 H -3.421 -6.103 -2.615
32 H -3.229 -3.666 -2.250
33 H -1.081 -2.736 -1.471
34 H 0.865 -4.133 -1.134
35 H -1.940 -10.400 -1.346
36 H -0.561 -11.708 0.171
37 H 2.162 -8.675 2.987
38 H 1.846 -6.951 4.696
39 H 2.079 -4.581 4.069
40 H 3.016 -5.685 0.036
41 O -2.249 -0.520 -0.440
42 P -2.406 0.904 -0.959
43 N -0.905 1.462 -0.302
44 C -0.753 2.218 0.922
45 C 0.285 0.714 -0.689
46 N -3.751 1.334 0.018
47 C -3.845 2.470 0.913
48 C -4.595 0.248 0.501
49 N -2.558 2.444 -1.805
50 C -3.721 2.443 -2.732
51 C -1.403 2.899 -2.604
52 H -1.317 3.149 0.879
53 H 0.278 2.542 1.070
54 H -1.055 1.637 1.804
55 H 0.551 0.933 -1.733
56 H 0.148 -0.368 -0.601
57 H 1.150 0.977 -0.083
58 H -3.351 2.277 1.871
59 H -4.893 2.701 1.126
60 H -3.435 3.378 0.473
61 H -4.164 -0.243 1.382
62 H -4.746 -0.502 -0.273
63 H -5.587 0.624 0.765
64 H -3.584 1.732 -3.552
65 H -3.870 3.438 -3.154
66 H -4.639 2.181 -2.209
67 H -1.061 2.134 -3.306
68 H -0.573 3.188 -1.964
69 H -1.672 3.793 -3.170
70 O 1.356 5.375 0.862
71 P 1.267 6.767 0.271
72 N 2.769 7.363 0.880
73 C 2.930 8.217 2.036
74 C 3.950 6.570 0.555
75 N -0.094 7.258 1.202
76 C -0.179 8.446 2.025
77 C -0.949 6.189 1.716
78 N 1.062 8.196 -0.731
79 C -0.105 8.058 -1.641
80 C 2.199 8.599 -1.581
81 H 2.374 9.149 1.922
82 H 3.968 8.533 2.148
83 H 2.625 7.721 2.967
84 H 4.216 6.697 -0.503
85 H 3.798 5.501 0.734
86 H 4.819 6.871 1.138
87 H 0.304 8.306 2.999
88 H -1.226 8.704 2.214
89 H 0.247 9.320 1.535
90 H -0.510 5.730 2.610
91 H -1.104 5.415 0.968
92 H -1.941 6.565 1.978
93 H 0.051 7.267 -2.381
94 H -0.288 8.996 -2.166
95 H -1.011 7.826 -1.085
96 H 2.564 7.775 -2.199
97 H 3.021 8.981 -0.981
98 H 1.902 9.418 -2.238

---

3.
A molecular structure, C34H46MnN3OPS2Te. Source: the OMol25 dataset; level of theory: ωB97M-V with the def2-TZVPD basis set.

Calculated values
- calculated total energy (eV) = -112080.2861
- 2S+1 = 2
- highest occupied orbital energy (alpha / beta) (eV) = -13.220 / -13.219
- orbital gap (alpha / beta) (eV) = 5.96 / 6.65
- <S²> = 0.809
- energy relative to the best compared isomer or geometry (same formula, charge and spin) (kcal per mole) = 0.64
- total charge = +2

Atoms and positions in Å:
1 Mn 1.597 0.047 -0.352
2 C 0.892 1.022 3.713
3 C 1.623 0.572 2.490
4 N 0.967 0.542 1.353
5 N -0.357 0.988 1.379
6 C -0.713 1.625 0.327
7 S 0.432 1.844 -1.073
8 S -2.239 2.338 0.015
9 C -3.151 2.046 1.576
10 C -3.851 3.306 2.005
11 C -3.123 4.459 2.286
12 C -3.768 5.602 2.724
13 C -5.148 5.607 2.879
14 C -5.879 4.464 2.594
15 C -5.232 3.317 2.156
16 C 3.032 0.263 2.508
17 C 3.710 0.056 3.730
18 C 5.068 -0.118 3.777
19 C 5.819 -0.058 2.599
20 C 5.200 0.137 1.388
21 C 3.809 0.273 1.320
22 O 3.270 0.420 0.115
23 H 0.402 1.974 3.508
24 H 1.550 1.146 4.563
25 H 0.102 0.308 3.956
26 H -2.421 1.697 2.305
27 H -3.861 1.242 1.391
28 H -2.046 4.463 2.155
29 H -3.196 6.494 2.949
30 H -5.652 6.501 3.222
31 H -6.954 4.463 2.712
32 H -5.807 2.425 1.936
33 H 3.151 0.010 4.653
34 H 5.557 -0.293 4.724
35 H 6.894 -0.173 2.638
36 H 5.762 0.174 0.465
37 Te 1.925 3.619 -0.273
38 C 0.523 5.146 -0.578
39 C 0.079 5.844 0.542
40 C -0.787 6.916 0.375
41 C -1.235 7.254 -0.893
42 C -0.799 6.543 -2.005
43 C 0.099 5.499 -1.856
44 H 0.405 5.564 1.536
45 H -1.114 7.480 1.238
46 H -1.920 8.082 -1.020
47 H -1.142 6.817 -2.994
48 H 0.470 4.976 -2.728
49 C -1.634 -4.524 -1.724
50 C -1.325 -3.049 -1.427
51 C -2.162 -2.168 -2.366
52 C -1.744 -2.713 0.015
53 P 0.489 -2.659 -1.673
54 N 0.714 -1.201 -0.931
55 C 0.959 -2.419 -3.469
56 C 2.484 -2.269 -3.574
57 C 0.511 -3.592 -4.351
58 C 0.341 -1.114 -4.005
59 C 1.617 -3.825 -0.736
60 C 1.830 -5.126 -1.526
61 C 1.009 -4.157 0.633
62 C 2.970 -3.157 -0.444
63 H -2.713 -4.661 -1.637
64 H -1.166 -5.205 -1.018
65 H -1.352 -4.821 -2.733
66 H -3.212 -2.332 -2.118
67 H -2.037 -2.434 -3.412
68 H -1.954 -1.105 -2.234
69 H -2.835 -2.694 0.040
70 H -1.387 -1.732 0.332
71 H -1.419 -3.458 0.734
72 H 3.020 -3.180 -3.321
73 H 2.861 -1.445 -2.964
74 H 2.720 -2.034 -4.612
75 H 0.971 -4.536 -4.068
76 H 0.819 -3.371 -5.375
77 H -0.570 -3.715 -4.364
78 H 0.394 -0.295 -3.287
79 H -0.690 -1.235 -4.319
80 H 0.913 -0.814 -4.884
81 H 0.897 -5.573 -1.869
82 H 2.308 -5.846 -0.860
83 H 2.487 -4.989 -2.382
84 H 0.131 -4.793 0.568
85 H 0.763 -3.258 1.199
86 H 1.765 -4.706 1.196
87 H 3.471 -2.743 -1.314
88 H 3.625 -3.921 -0.022
89 H 2.868 -2.377 0.314

---

> The highest calculated total energy belongs to which entry?

C34H46F4HfN3P